<w>
Density functional theory data (ωB97M-V/def2-TZVPD) for 2 unconnected molecules or ions with the total composition C4H12.

Each line ends with the natural charge from an NBO analysis.
Positions of all 16 atoms, in Å:
C 0.28 -1.69 -0.89  -0.615
C -0.68 -2.68 -0.28  -0.626
H 1.21 -2.36 -0.95  0.206
H 0.03 -1.39 -1.89  0.211
H 0.50 -0.88 -0.25  0.202
H -1.28 -2.29 0.48  0.209
H -0.34 -3.79 -0.16  0.211
H -1.53 -2.95 -0.98  0.202
C -0.08 1.61 0.95  -0.616
C 0.50 2.82 0.25  -0.629
H -1.19 1.65 1.00  0.208
H 0.12 0.67 0.40  0.201
H 0.27 1.45 1.98  0.209
H -0.27 3.37 -0.29  0.209
H 1.05 3.48 0.95  0.208
H 1.34 2.73 -0.47  0.210

## Properties
LUMO energy = 1.158 eV

<x>
Density functional theory data (ωB97M-V/def2-TZVPD) for 2 unconnected molecules or ions with the total composition C4H12.

Each line ends with the natural charge from an NBO analysis.
Positions of all 16 atoms, in Å:
C 0.69 -0.93 -1.19  -0.604
C 0.66 -0.29 -2.65  -0.606
H 1.22 -0.42 -0.45  0.204
H -0.26 -1.12 -0.89  0.200
H 1.05 -1.95 -1.28  0.199
H -0.21 -0.60 -3.36  0.204
H 1.58 -0.50 -3.15  0.201
H 0.58 0.78 -2.56  0.201
C -0.43 1.27 1.63  -0.600
C -0.89 -0.05 2.22  -0.608
H -0.42 2.07 2.38  0.202
H 0.48 1.27 1.18  0.199
H -1.13 1.60 0.86  0.199
H -0.89 -0.92 1.55  0.206
H -1.92 0.05 2.59  0.202
H -0.29 -0.28 3.10  0.201

## Properties
LUMO energy = 1.176 eV

<y>
Density functional theory data (ωB97M-V/def2-TZVPD) for 2 unconnected molecules or ions with the total composition C4H12.

Each line ends with the natural charge from an NBO analysis.
Positions of all 16 atoms, in Å:
C -1.37 0.23 -0.20  -0.632
C -2.40 -0.61 0.65  -0.622
H -1.54 0.14 -1.36  0.208
H -1.39 1.29 0.11  0.198
H -0.24 0.04 0.15  0.222
H -3.32 -0.11 0.89  0.211
H -1.92 -0.84 1.62  0.201
H -2.44 -1.66 0.16  0.207
C 1.74 0.88 -0.08  -0.618
C 1.91 -0.63 -0.39  -0.625
H 1.95 1.45 -1.02  0.201
H 0.90 1.27 0.44  0.208
H 2.50 1.26 0.51  0.199
H 1.79 -1.12 0.58  0.210
H 2.83 -0.82 -0.96  0.219
H 0.99 -0.77 -1.10  0.213

## Properties
LUMO energy = 1.137 eV

<z>
Density functional theory data (ωB97M-V/def2-TZVPD) for 2 unconnected molecules or ions with the total composition C4H12.

Each line ends with the natural charge from an NBO analysis.
Positions of all 16 atoms, in Å:
C 1.23 0.65 -1.04  -0.610
C 2.31 1.40 -1.81  -0.613
H 0.91 -0.27 -1.55  0.204
H 1.69 0.44 -0.07  0.202
H 0.28 1.16 -0.92  0.205
H 2.32 2.47 -1.71  0.209
H 1.97 1.30 -2.86  0.197
H 3.28 0.93 -1.70  0.206
C -1.44 -0.99 0.76  -0.609
C -2.07 -1.03 2.14  -0.612
H -1.99 -1.64 0.08  0.200
H -1.37 0.01 0.28  0.201
H -0.42 -1.41 0.66  0.203
H -1.75 -0.17 2.73  0.209
H -1.97 -2.01 2.52  0.209
H -3.16 -0.84 2.04  0.199

## Properties
LUMO energy = 1.129 eV

Which one sits at the bottom of the stability order? <y> does.

<w>
Density functional theory data (ωB97M-V/def2-TZVPD) for 2 unconnected molecules or ions with the total composition C6H14O.

Each line ends with the natural charge from an NBO analysis.
Positions of all 21 atoms, in Å:
C 1.77 1.05 0.04  -0.606
C 1.11 -0.33 -0.01  -0.234
C 1.90 -1.26 -0.93  -0.597
C -0.35 -0.25 -0.45  -0.466
C -1.34 0.01 0.67  0.377
C -2.77 0.26 0.22  -0.667
O -1.17 -0.65 1.80  -0.801
H 2.79 0.98 0.44  0.214
H 1.22 1.76 0.67  0.205
H 1.84 1.47 -0.97  0.200
H 1.10 -0.77 1.00  0.228
H 2.95 -1.33 -0.62  0.211
H 1.89 -0.89 -1.97  0.198
H 1.48 -2.27 -0.93  0.210
H -0.67 -1.23 -0.83  0.236
H -0.49 0.48 -1.27  0.211
H -0.97 1.40 1.04  -0.033
H -3.16 -0.70 -0.11  0.238
H -2.83 0.99 -0.59  0.216
H -3.37 0.59 1.07  0.233
H -0.94 0.70 1.72  0.427

## Properties
LUMO energy = 0.819 eV

<x>
Density functional theory data (ωB97M-V/def2-TZVPD) for a single C6H14O molecule.

Each line ends with the natural charge from an NBO analysis.
Positions of all 21 atoms, in Å:
C -3.45 -0.17 -0.54  -0.607
C -2.29 -0.25 0.46  -0.392
C -0.94 -0.22 -0.25  -0.389
C 0.27 -0.20 0.67  -0.413
C 1.53 0.14 -0.10  -0.049
O 2.64 0.13 0.77  -0.535
C 3.82 0.46 0.09  -0.246
H -4.36 -0.63 -0.15  0.210
H -3.18 -0.67 -1.47  0.201
H -3.68 0.87 -0.79  0.205
H -2.34 0.59 1.17  0.196
H -2.36 -1.16 1.07  0.196
H -0.88 -1.10 -0.92  0.195
H -0.90 0.66 -0.91  0.191
H 0.40 -1.17 1.17  0.206
H 0.13 0.55 1.47  0.203
H 1.68 -0.59 -0.92  0.156
H 1.43 1.13 -0.57  0.155
H 4.04 -0.26 -0.71  0.162
H 4.64 0.43 0.82  0.193
H 3.77 1.46 -0.35  0.162

## Properties
LUMO energy = 1.137 eV

<y>
Density functional theory data (ωB97M-V/def2-TZVPD) for 3 unconnected molecules or ions with the total composition C6H14O.

Each line ends with the natural charge from an NBO analysis.
Positions of all 21 atoms, in Å:
C -0.83 -1.83 0.75  -0.039
O -1.68 -2.72 0.47  -0.718
C -1.00 -0.43 0.45  0.043
C 0.06 0.46 -0.12  -0.295
C 0.11 0.30 -1.66  -0.594
C -0.04 1.89 0.43  -0.389
C 1.05 2.82 -0.06  -0.610
H -2.04 -0.23 0.15  0.206
H 0.00 -2.16 1.40  0.200
H -0.23 -5.05 1.34  0.022
H 0.10 -2.05 -0.35  0.304
H 0.12 -4.88 1.97  -0.024
H 1.01 0.03 0.25  0.202
H 1.02 0.74 -2.06  0.220
H -0.03 -0.73 -1.95  0.221
H -0.72 0.85 -2.12  0.209
H -1.05 2.18 0.10  0.197
H -0.02 1.79 1.51  0.211
H 2.00 2.43 0.32  0.203
H 1.17 2.77 -1.14  0.207
H 0.99 3.84 0.32  0.223

## Properties
LUMO energy = -1.575 eV

<z>
Density functional theory data (ωB97M-V/def2-TZVPD) for 2 unconnected molecules or ions with the total composition C6H14O.

Each line ends with the natural charge from an NBO analysis.
Positions of all 21 atoms, in Å:
C 3.55 0.29 -0.07  -0.642
C 2.17 -0.32 -0.15  -0.186
C 1.09 0.37 -0.51  -0.180
C -0.27 -0.25 -0.75  -0.428
C -0.94 -0.79 0.52  -0.402
C -0.87 0.19 1.68  -0.618
H 4.20 -0.22 0.62  0.212
H 3.47 1.33 0.25  0.210
H 4.04 0.32 -1.04  0.215
H 2.11 -1.41 -0.11  0.187
H 1.24 1.43 -0.68  0.188
H -0.90 0.53 -1.18  0.189
H -0.13 -1.08 -1.45  0.217
H -1.98 -1.05 0.37  0.226
H -0.48 -1.73 0.81  0.195
H 0.07 0.10 2.23  0.208
H -1.60 0.02 2.48  0.209
H -0.94 1.26 1.43  0.198
O -3.72 0.29 -0.83  -0.935
H -3.13 1.02 -1.04  0.467
H -4.53 0.74 -0.52  0.470

## Properties
LUMO energy = 0.796 eV

Which one sits at the bottom of the stability order? <y> does.